91
Properties=species:S:1:pos:R:3 method="wB97M-V/def2-TZVPD" fmax_ev_per_a=1.602 molar_mass_g_mol=806.30 lumo_ha=-0.0065 orbital_gap_ev=9.71 smiles="C#CCCC[C@H](OC(=O)CC(=O)Br)B(O)N(C)C.C[N+](=O)[O-].C[N+](=O)[O-].C[N+](=O)[O-].C[N+](=O)[O-].C[N+](=O)[O-].C[N+](=O)[O-].C[N+](=O)[O-].C[N+](=O)[O-]"
Br 3.240 3.473 1.311
O 2.858 6.519 -0.768
O -3.576 -0.601 -1.515
O -1.381 1.312 -0.117
O 3.035 -2.540 3.654
O 3.516 2.025 -3.959
O 4.734 5.923 -5.830
O 0.526 -6.607 2.489
O 2.369 2.039 -2.139
O 0.657 4.282 1.714
O -7.849 -0.233 -4.787
O -0.851 5.962 -1.557
O 0.445 -9.942 4.333
O 1.744 -5.880 4.110
O 5.264 5.032 -7.722
O -0.938 1.903 2.008
O -6.780 0.593 -3.106
O -0.189 4.664 -3.146
O 2.244 8.550 -1.131
O 2.534 -0.592 2.874
O -1.424 -10.479 5.264
N -3.592 -1.110 0.875
N -0.897 4.932 -2.200
N 2.163 7.493 -0.546
N 2.754 -1.368 3.784
N 4.614 5.082 -6.699
N 3.166 2.533 -2.912
N 1.594 -6.459 3.056
N -6.844 -0.048 -4.138
N -0.650 -9.676 4.788
C -0.588 1.814 0.869
C 1.297 3.433 1.207
C 2.826 -3.824 0.495
C 0.754 2.304 0.376
C -3.349 -0.331 2.109
C 1.128 7.393 0.517
C -0.443 -2.419 0.328
C -0.428 -0.913 0.602
C 2.660 -0.847 5.176
C 1.736 -3.528 0.864
C 3.734 3.857 -2.534
C 2.782 -7.045 2.386
C -1.080 -8.251 4.762
C -1.375 -0.156 -0.305
C -5.046 -1.289 0.701
C -1.905 3.921 -1.773
C -5.586 -0.656 -4.649
C 0.471 -3.088 1.396
C 3.593 4.027 -6.466
B -2.910 -0.624 -0.281
H 0.599 -0.602 0.428
H 1.182 6.414 0.974
H 2.399 0.203 5.132
H 2.610 -8.112 2.288
H 3.629 -0.996 5.643
H -5.402 -0.246 -5.637
H 1.896 -1.425 5.686
H 0.167 7.554 0.040
H -1.261 -7.946 5.788
H 2.842 -6.569 1.411
H -4.030 -0.695 2.873
H 3.859 3.516 -5.546
H -0.660 -0.791 1.651
H 3.600 3.344 -7.307
H 4.244 3.735 -1.585
H -0.010 -2.641 -0.639
H -5.287 -1.825 -0.204
H 3.832 -4.086 0.320
H -2.883 4.387 -1.845
H -5.557 -0.328 0.756
H 4.415 4.189 -3.308
H -0.030 -3.975 1.780
H -4.788 -0.403 -3.961
H -2.350 -0.461 2.498
H -4.068 0.225 -1.617
H -5.413 -1.881 1.537
H -0.291 -7.668 4.311
H 3.663 -6.842 2.983
H -1.023 -0.322 -1.321
H 2.900 4.547 -2.431
H 2.630 4.521 -6.369
H -1.686 3.651 -0.744
H -1.992 -8.195 4.176
H 1.477 1.500 0.318
H 0.625 -2.434 2.245
H -1.828 3.062 -2.429
H -3.573 0.724 1.977
H -1.437 -2.832 0.445
H 1.339 8.176 1.239
H 0.638 2.699 -0.631
H -5.735 -1.730 -4.697